Here is a gas-phase ion, C2H3Cl2N2 (charge +1) in a non-equilibrium geometry from OMol25. Energies are from ωB97M-V/def2-TZVPD.

Properties
* orbital gap: 8.43 eV
* HOMO energy: -13.72 eV
* net charge: +1
* lowest unoccupied orbital energy: -5.283 eV
* energy relative to the best compared isomer or geometry (same formula, charge and spin): 304.2 kJ/mol
* SMILES: [NH3+]C#CN(Cl)Cl

XYZ file:
```
9
Properties=species:S:1:pos:R:3:lowdin_charge:R:1
N -0.15238 1.80777 -0.04969 0.134
C 0.25026 0.48693 0.41478 0.008
C 0.09120 -0.77671 -0.00108 -0.236
N 0.05089 -2.03242 0.01761 -0.828
Cl -1.20783 -2.98308 0.94497 0.645
Cl 1.25220 -3.02058 -0.82345 0.683
H 0.76796 2.38925 -0.33455 0.243
H -0.28548 2.43591 0.72598 0.155
H -0.76682 1.69294 -0.89457 0.195
```

---

Here is a molecular structure, C42H35AsBaF15GeN3O3S3Si in a non-equilibrium geometry from OMol25. Energies are from ωB97M-V/def2-TZVPD.

Properties
* orbital gap: 6.40 eV
* HOMO energy: -2.81 eV
* net charge: -2
* lowest unoccupied orbital energy: 3.593 eV
* energy relative to the best compared isomer or geometry (same formula, charge and spin): 0.0 kJ/mol

XYZ file:
```
105
Properties=species:S:1:pos:R:3:lowdin_charge:R:1
Ba -1.03120 -0.03929 0.29703 1.781
C -1.90053 -0.72803 3.78292 -0.038
C -0.91137 0.37969 3.97817 -0.319
N 0.31671 0.05499 4.11003 0.076
N 1.20314 1.12227 4.39113 -0.080
C 1.97692 1.46586 3.44036 -1.140
S 2.17138 0.89556 1.80476 0.453
S 3.08470 2.83087 3.79694 0.837
C 2.21327 3.73032 5.10401 -0.441
C 2.72630 3.52713 6.49732 -0.283
C 3.06171 4.60831 7.29843 -0.062
C 3.51317 4.42450 8.59742 -0.111
C 3.63215 3.14396 9.11132 -0.121
C 3.29735 2.05677 8.31509 -0.093
C 2.85295 2.24260 7.02118 -0.046
C -1.43053 1.77945 4.01168 -0.126
C -1.37458 2.56114 5.15300 -0.078
C -1.82524 3.87548 5.15017 -0.142
C -2.32782 4.40270 3.96344 -0.135
C -2.40213 3.64472 2.81311 -0.045
C -1.96503 2.29814 2.80026 -0.413
O -1.98721 1.56644 1.74678 -0.417
H -1.38493 -1.68016 3.67113 0.067
H -2.57878 -0.76499 4.64289 0.085
H -2.52882 -0.54865 2.91070 0.056
H 2.25094 4.79584 4.86288 0.069
H 1.17056 3.41902 5.05367 0.060
H 2.96754 5.61098 6.89838 0.102
H 3.77155 5.28272 9.20540 0.090
H 3.98250 2.99061 10.12326 0.087
H 3.38476 1.05383 8.71164 0.096
H 2.58291 1.40875 6.39120 0.092
H -0.93867 2.13088 6.04751 0.109
H -1.76634 4.47974 6.04623 0.078
H -2.67659 5.43133 3.93444 0.086
H -2.80466 4.05223 1.89551 0.103
C 0.87985 4.11541 0.83004 -0.054
C 0.25495 3.16029 -0.06506 -0.279
N -0.26101 2.36640 -0.70579 0.023
H 1.79025 3.66212 1.22460 0.026
H 0.19450 4.31508 1.65272 0.080
H 1.09641 5.03710 0.29227 0.080
C -4.82645 -3.34755 -1.22040 -0.187
Si -3.98965 -2.46009 0.21594 0.179
C -5.37116 -1.99783 1.42870 -0.182
C -2.93154 -3.77599 1.07326 -0.178
O -3.12941 -1.18296 -0.23679 -0.678
H -5.46127 -4.16322 -0.87498 0.012
H -4.07847 -3.76617 -1.88596 0.009
H -5.43539 -2.65726 -1.80148 0.016
H -6.16738 -2.74305 1.43805 0.008
H -5.80320 -1.03920 1.14906 0.017
H -4.99308 -1.89935 2.44382 0.007
H -3.45814 -4.73194 1.09917 0.013
H -2.67978 -3.49219 2.09232 0.008
H -1.99154 -3.91019 0.54506 0.009
C 2.51084 -2.47478 3.11338 -0.214
As 1.71797 -2.52815 1.37554 0.960
C 2.96188 -2.01520 0.01441 -0.242
C 1.52971 -4.41007 1.01972 -0.225
O 0.14438 -1.90208 1.24336 -0.833
H 3.57961 -2.64810 2.99386 0.034
H 2.06261 -3.27143 3.70878 0.037
H 2.30896 -1.50242 3.55983 -0.004
H 3.92014 -2.44592 0.31135 0.036
H 3.03897 -0.93336 -0.06845 -0.008
H 2.61823 -2.44042 -0.92806 0.002
H 2.49753 -4.90866 1.10958 0.031
H 1.13579 -4.53668 0.01413 0.038
H 0.81988 -4.82403 1.73599 0.035
F -0.00742 -3.36589 -6.96722 0.092
C 1.25964 -3.05130 -6.64854 -0.209
C 1.55759 -1.96240 -5.85369 -0.129
C 2.90820 -1.70541 -5.70526 -0.239
F 3.31424 -0.63701 -5.00362 0.081
C 3.91100 -2.48414 -6.26399 -0.141
F 5.20177 -2.18086 -6.08315 0.108
C 3.56431 -3.58735 -7.02782 -0.140
F 4.51063 -4.35329 -7.57933 0.110
C 2.22351 -3.86920 -7.22912 -0.144
F 1.86929 -4.90926 -7.99269 0.105
Ge 0.30175 -0.82979 -4.78684 0.550
S 0.73110 -0.96686 -2.72213 0.122
C 0.58004 0.94949 -5.60198 -0.130
C 1.01187 1.11703 -6.90614 -0.218
F 1.16138 0.05568 -7.72478 0.084
C 1.28544 2.34939 -7.48010 -0.146
F 1.70251 2.44211 -8.75006 0.102
C 1.10694 3.49629 -6.72623 -0.139
F 1.35688 4.69666 -7.25617 0.112
C 0.64848 3.38366 -5.42368 -0.136
F 0.45025 4.48622 -4.69770 0.115
C 0.38837 2.12349 -4.89192 -0.229
F -0.08951 2.10323 -3.65355 0.078
C -1.51649 -1.40808 -5.29143 -0.122
C -2.44741 -0.60933 -5.92281 -0.203
F -2.14324 0.65636 -6.27343 0.085
C -3.73125 -1.02635 -6.25095 -0.142
F -4.58260 -0.19841 -6.86884 0.106
C -4.11765 -2.31964 -5.94911 -0.135
F -5.33257 -2.75621 -6.28197 0.118
C -3.21719 -3.15857 -5.30814 -0.141
F -3.55598 -4.42363 -5.05870 0.115
C -1.96131 -2.67671 -4.96466 -0.240
F -1.15365 -3.53377 -4.33165 0.090
```

---

Here is a molecular structure, C23H49N4P3PrSe in a non-equilibrium geometry from OMol25. Energies are from ωB97M-V/def2-TZVPD.

Properties
* orbital gap (alpha / beta): 3.45 / 3.40 eV
* HOMO energy (alpha / beta): -14.34 / -14.34 eV
* net charge: +3
* multiplicity: 3
* lowest unoccupied orbital energy (alpha / beta): -10.888 / -10.940 eV

XYZ file:
```
81
Properties=species:S:1:pos:R:3:mulliken_spin:R:1
Pr -0.47739 -0.35009 -0.01996 1.993
P 0.86555 -0.65644 2.23255 -0.014
P -1.37505 1.87612 0.95441 -0.008
P 1.26726 -1.92804 -1.14175 0.001
H 0.68167 2.24550 -1.07671 0.005
C 0.70241 1.26683 -1.46847 0.051
C -0.55261 0.72229 -2.07310 -0.010
H -1.42380 1.32654 -2.07864 0.001
C 2.33443 0.26723 2.42135 -0.002
C -0.14548 -0.27509 3.61370 0.000
C 1.30568 -2.33082 2.49848 0.000
C -2.08610 2.87664 -0.30253 -0.001
C -2.62575 1.66937 2.13282 0.001
C -0.11472 2.88295 1.67596 -0.001
C 1.19064 -1.80948 -2.88913 0.000
C 0.98446 -3.59493 -0.76770 -0.001
C 2.93835 -1.54806 -0.73242 -0.005
H 1.62721 0.89626 -1.81855 0.004
H -0.47951 -0.02633 -2.82186 0.000
H 2.71214 -0.00873 3.41648 -0.001
H 2.17172 1.35009 2.38780 0.000
H 3.09366 0.02249 1.66976 0.000
H 0.48277 -0.55260 4.46682 -0.001
H -1.06843 -0.87099 3.64000 0.000
H -0.41162 0.77938 3.69887 0.000
H 1.72190 -2.31962 3.51110 0.000
H 2.06107 -2.70865 1.80949 0.000
H 0.43841 -3.00962 2.47457 -0.001
H -2.45653 3.73588 0.25604 0.000
H -2.92816 2.38016 -0.81135 0.000
H -1.37521 3.21508 -1.06422 0.000
H -2.68104 2.63390 2.64013 0.000
H -2.45853 0.87820 2.88004 0.000
H -3.58395 1.47071 1.63426 0.000
H -0.62642 3.83074 1.88865 0.000
H 0.73423 3.06978 1.00020 0.000
H 0.27146 2.46859 2.60947 0.000
H 1.92938 -2.54310 -3.20602 -0.001
H 1.45824 -0.82390 -3.28422 0.001
H 0.20178 -2.08567 -3.29338 0.000
H 1.80417 -4.11171 -1.26244 -0.001
H 0.03504 -3.95114 -1.17896 0.000
H 0.99973 -3.82808 0.30576 0.000
H 3.51985 -2.22414 -1.37135 0.000
H 3.17930 -1.74752 0.31424 0.000
H 3.20869 -0.50641 -0.95883 0.000
C 4.89214 3.68187 -0.92985 0.000
C 3.80544 3.74265 -1.83152 0.001
C 3.91269 4.45159 -3.02103 0.000
C 5.10034 5.11937 -3.34783 0.000
C 6.18719 5.06741 -2.46149 0.000
C 6.09065 4.36265 -1.27196 0.000
Se 4.85340 2.74171 0.71990 0.000
H 3.40929 2.26216 0.52495 0.000
H 2.88090 3.22523 -1.58090 -0.001
H 3.06466 4.48652 -3.70253 0.000
H 5.17977 5.67438 -4.28206 0.000
H 7.11237 5.58221 -2.70649 0.000
H 6.93451 4.32264 -0.58441 0.000
C -2.14189 -2.96205 -0.45897 0.007
N -2.35742 -1.59420 0.12641 -0.021
C -2.90577 -1.81246 1.51064 0.008
N -4.17077 -2.56492 1.48874 -0.001
C -3.92322 -3.90690 0.87945 0.000
N -3.38917 -3.74696 -0.51444 -0.001
C -4.40049 -3.01511 -1.33909 0.000
N -4.66735 -1.65880 -0.75261 -0.001
C -3.39472 -0.88911 -0.72099 0.006
C -5.17756 -1.83547 0.64691 0.000
H -1.44830 -3.47507 0.19149 -0.003
H -1.75837 -2.83532 -1.47043 -0.002
H -3.11584 -0.82629 1.96024 0.001
H -2.16495 -2.31603 2.11563 -0.003
H -4.84719 -4.47048 0.85157 0.000
H -3.19882 -4.44186 1.48026 0.000
H -4.02005 -2.89975 -2.34645 0.000
H -5.32247 -3.58239 -1.37010 0.000
H -3.58508 0.09213 -0.29310 -0.001
H -3.01282 -0.77744 -1.72200 0.001
H -6.10312 -2.39703 0.62152 0.000
H -5.36889 -0.85846 1.07913 0.000
```

---

Here is 2 unconnected molecules or ions with the total composition C5H10NO2S in a non-equilibrium geometry from OMol25. Energies are from ωB97M-V/def2-TZVPD.

Properties
* orbital gap (alpha / beta): 7.65 / 6.16 eV
* HOMO energy (alpha / beta): -4.08 / -2.78 eV
* net charge: -1
* lowest unoccupied orbital energy (alpha / beta): 3.568 / 3.377 eV
* energy relative to the best compared isomer or geometry (same formula, charge and spin): 508.4 kJ/mol

XYZ file:
```
19
Properties=species:S:1:pos:R:3:lowdin_charge:R:1
C 2.69828 1.79842 -0.11892 -0.244
C -1.04785 -1.18939 0.86074 -0.171
C -1.34093 0.32765 0.81665 -0.238
C -0.81412 -1.44367 -0.68811 -0.351
C -1.20948 0.71526 -0.64582 -0.303
N -0.24424 -0.26315 -1.20450 -0.084
O 1.88670 -0.16882 1.47231 -0.456
O 2.84438 -0.90196 -0.63847 -0.424
S 2.13912 0.16759 0.03035 0.642
H 2.98031 2.03473 -1.18971 0.010
H 2.01914 2.42388 0.22261 -0.099
H -0.05703 -1.51684 1.18994 0.071
H -1.86090 -1.96038 1.08656 0.107
H -2.28540 0.40561 1.28893 0.065
H -0.75717 0.96559 1.48531 0.091
H -0.21042 -2.24450 -0.84694 0.054
H -1.74157 -1.71263 -1.28246 0.109
H -2.22644 0.73036 -1.13387 0.097
H -0.77238 1.83225 -0.70459 0.124
```

---

Number 1: M 125.97 g/mol, total energy -1107.4093 Ha. Number 2: M 1323.88 g/mol, total energy -9331.9117 Ha. Number 3: M 694.46 g/mol, total energy -5066.1333 Ha. Number 4: M 148.21 g/mol, total energy -799.8011 Ha.